ORCA calculation (wB97M-V/def2-TZVPD) on a cluster of 13 separate species, C71H67F11O4S in total in a non-equilibrium geometry.

Positions of all 154 atoms, in Å:
F (1.070, -5.467, 5.810)
C (1.212, -4.526, 4.857)
C (0.945, -4.841, 3.540)
C (1.022, -3.819, 2.603)
C (1.267, -2.512, 2.991)
C (1.557, -2.220, 4.316)
C (1.555, -3.248, 5.240)
H (0.587, -5.823, 3.258)
H (0.776, -4.068, 1.577)
H (1.233, -1.759, 2.212)
H (1.636, -1.181, 4.610)
H (1.720, -3.067, 6.296)
F (3.193, 5.179, 1.433)
C (2.060, 5.045, 0.721)
C (0.938, 4.493, 1.313)
C (-0.254, 4.481, 0.600)
C (-0.257, 4.866, -0.736)
C (0.860, 5.468, -1.298)
C (2.042, 5.534, -0.566)
H (0.965, 4.082, 2.313)
H (-1.124, 3.984, 1.010)
H (-1.172, 4.869, -1.318)
H (0.864, 5.870, -2.303)
H (2.930, 5.992, -0.984)
F (-1.111, -0.868, -3.726)
C (-1.816, -0.881, -4.874)
C (-2.341, -2.081, -5.311)
C (-2.996, -2.120, -6.528)
C (-3.017, -0.987, -7.325)
C (-2.476, 0.214, -6.878)
C (-1.865, 0.263, -5.638)
H (-2.206, -2.947, -4.673)
H (-3.428, -3.015, -6.954)
H (-3.553, -0.993, -8.266)
H (-2.602, 1.093, -7.496)
H (-1.442, 1.157, -5.196)
F (-4.415, -3.624, 1.748)
C (-5.254, -2.644, 2.133)
C (-6.439, -2.998, 2.741)
C (-7.327, -2.000, 3.129)
C (-6.978, -0.676, 2.937)
C (-5.761, -0.346, 2.358)
C (-4.912, -1.327, 1.888)
H (-6.616, -4.057, 2.888)
H (-8.263, -2.315, 3.572)
H (-7.667, 0.125, 3.169)
H (-5.599, 0.696, 2.112)
H (-4.014, -1.192, 1.296)
F (2.320, 1.919, -0.331)
C (1.244, 1.156, -0.037)
C (0.619, 0.415, -1.009)
C (-0.495, -0.346, -0.636)
C (-0.880, -0.410, 0.691)
C (-0.239, 0.367, 1.661)
C (0.814, 1.176, 1.278)
H (0.935, 0.380, -2.044)
H (-0.969, -0.984, -1.369)
H (-1.813, -0.907, 0.936)
H (-0.574, 0.279, 2.685)
H (1.379, 1.744, 2.005)
F (-2.003, -0.299, 6.700)
C (-2.102, -1.405, 5.931)
C (-2.226, -1.267, 4.565)
C (-2.264, -2.415, 3.792)
C (-2.113, -3.681, 4.351)
C (-1.853, -3.771, 5.706)
C (-1.948, -2.646, 6.517)
H (-2.189, -0.288, 4.106)
H (-2.305, -2.366, 2.711)
H (-2.070, -4.525, 3.676)
H (-1.774, -4.700, 6.260)
H (-1.808, -2.713, 7.588)
F (3.693, 1.253, -4.343)
C (2.578, 1.893, -4.730)
C (2.205, 1.876, -6.059)
C (1.037, 2.545, -6.441)
C (0.224, 3.116, -5.474)
C (0.590, 3.109, -4.132)
C (1.783, 2.493, -3.781)
H (2.816, 1.469, -6.856)
H (0.727, 2.482, -7.475)
H (-0.730, 3.534, -5.781)
H (-0.082, 3.544, -3.406)
H (2.061, 2.389, -2.736)
F (4.592, -5.044, 0.245)
C (4.427, -3.848, -0.356)
C (3.884, -2.802, 0.364)
C (3.674, -1.601, -0.286)
C (4.004, -1.442, -1.626)
C (4.664, -2.471, -2.282)
C (4.852, -3.695, -1.658)
H (3.524, -2.987, 1.368)
H (3.234, -0.773, 0.256)
H (3.862, -0.511, -2.160)
H (5.081, -2.365, -3.276)
H (5.282, -4.523, -2.206)
F (2.741, -6.196, -2.959)
C (1.748, -5.637, -2.238)
C (1.529, -4.275, -2.369)
C (0.509, -3.680, -1.663)
C (-0.291, -4.475, -0.848)
C (-0.126, -5.841, -0.801)
C (0.928, -6.434, -1.480)
H (2.284, -3.681, -2.871)
H (0.408, -2.606, -1.673)
H (-1.062, -3.961, -0.279)
H (-0.796, -6.454, -0.215)
H (1.000, -7.513, -1.471)
F (-4.250, 2.797, 1.890)
C (-3.985, 3.111, 0.606)
C (-3.151, 2.299, -0.128)
C (-3.013, 2.492, -1.497)
C (-3.541, 3.662, -2.026)
C (-4.389, 4.479, -1.296)
C (-4.627, 4.190, 0.043)
H (-2.508, 1.578, 0.365)
H (-2.434, 1.805, -2.101)
H (-3.306, 3.939, -3.051)
H (-4.850, 5.317, -1.799)
H (-5.332, 4.797, 0.596)
F (1.558, 2.079, 4.653)
C (2.200, 2.855, 5.562)
C (3.017, 2.242, 6.487)
C (3.745, 3.049, 7.345)
C (3.711, 4.432, 7.221)
C (2.947, 5.011, 6.223)
C (2.169, 4.219, 5.391)
H (3.086, 1.166, 6.568)
H (4.352, 2.644, 8.145)
H (4.406, 5.015, 7.810)
H (2.920, 6.088, 6.119)
H (1.665, 4.662, 4.543)
C (-5.718, -1.480, -1.348)
S (-4.171, -2.029, -2.122)
O (-3.195, -2.164, -0.998)
C (-4.727, -3.732, -2.411)
H (-5.980, -2.258, -0.634)
H (-6.541, -1.323, -2.045)
H (-5.548, -0.570, -0.775)
H (-3.801, -4.298, -2.485)
H (-5.293, -3.736, -3.345)
H (-5.341, -4.109, -1.599)
C (4.958, 3.191, -1.814)
O (6.207, 3.604, -2.407)
C (7.284, 3.348, -1.656)
O (7.252, 2.871, -0.560)
O (8.421, 3.695, -2.257)
C (8.453, 4.408, -3.494)
H (4.952, 2.178, -1.429)
H (4.198, 3.455, -2.542)
H (4.771, 3.853, -0.961)
H (8.465, 5.481, -3.306)
H (7.563, 4.207, -4.089)
H (9.331, 4.066, -4.028)

The value obtained for the lowest unoccupied orbital energy is 0.266 eV. The HOMO-LUMO gap is 9.051 eV.